DFT (the ωB97M-V functional and the def2-TZVPD basis) results for a 2-piece molecular cluster, CH6NO overall in a non-equilibrium geometry.

Bonds (Å) are listed after each position.
CARTESIAN COORDINATES (ANGSTROEM)
1 C 1.159 -0.417 -0.314  N2 1.253, H4 1.054, H5 1.163
2 N 0.094 -0.799 -0.851  C1 1.253, H6 1.038, H7 1.031
3 O -1.144 0.761 0.940  H8 0.968, H9 0.963
4 H 2.126 -0.699 -0.624  C1 1.054
5 H 1.215 0.399 0.512  C1 1.163
6 H -0.720 -0.332 -0.408  N2 1.038
7 H 0.096 -1.466 -1.637  N2 1.031
8 H -2.007 1.170 0.782  O3 0.968
9 H -0.819 1.382 1.600  O3 0.963

Calculated values
Charge: +1
Orbital gap (eV): 11.79
2S+1: 1
ΔE to the lowest compared entry with this formula, charge and spin (eV): 0.494
E_HOMO (Ha): -0.625